1.
The following is a quantum chemistry calculation of a cluster of 2 separate species, C3H6N2S in total at a distorted geometry, from the Open Molecules 2025 dataset.

Results
- Kohn-Sham gap (spin up / spin down) (eV) = 8.60 / 7.41
- net charge = 0
- highest occupied orbital energy (spin up / spin down) (eV) = -8.219 / -8.480
- energy (a.u.) = -625.425407
- LUMO energy (spin up / spin down) (eV) = 0.4 / -1.1
- relative energy (zero: lowest compared OMol25 entry of this formula, charge and spin) (kJ/mol) = 516.1

Each line ends with the Löwdin charge.
Element x y z (Å)
C -2.153285 0.763575 -0.101316  -0.183
C -2.238762 -0.729855 0.000106  -0.382
C 3.584481 0.116913 0.042111  0.074
N -0.946739 1.223927 -0.132406  -0.116
N 0.077131 0.409050 -0.040690  -0.356
S -0.435327 -1.174964 -0.141254  0.875
H -2.967669 1.356525 0.064810  0.078
H -2.626834 -1.090586 0.976265  0.091
H -2.831663 -1.189853 -0.652316  0.015
H 3.336264 0.560690 0.963095  -0.036
H 2.835719 0.303969 -0.745189  -0.028
H 4.366679 -0.549391 -0.233213  -0.032

Cartesian forces (eV/Å) of the 3 atoms listed first:
C 2.306 -2.819 0.156
C 2.896 1.118 3.178
C -1.415 0.161 -2.018

=====

2.
The following is a quantum chemistry calculation of a cluster of 3 separate species, C16H42O10P3 in total at a distorted geometry, from the Open Molecules 2025 dataset.

Results
- Kohn-Sham gap (eV) = 5.94
- net charge = -1
- highest occupied orbital energy (eV) = -3.602
- energy (a.u.) = -2411.337585
- LUMO energy (eV) = 2.3
- relative energy (zero: lowest compared OMol25 entry of this formula, charge and spin) (kJ/mol) = 235.6

Each line ends with the Löwdin charge.
Element x y z (Å)
C -4.251969 -2.630243 -0.201629  -0.137
C -2.973382 -3.007247 -1.121654  -0.279
C -1.629041 -2.362197 -0.519730  -0.229
C -1.363463 -0.858672 -1.026553  -0.212
C -0.021478 -0.720563 -1.923350  -0.213
C 1.283430 -1.220553 -1.113729  -0.213
C 2.176511 -0.006746 -0.518257  -0.255
C 2.344026 -0.028088 1.078982  -0.331
P 1.467255 1.410328 1.989268  0.427
O 1.569514 0.566099 3.536903  -0.419
C 2.615493 1.170789 4.387943  -0.234
C 2.737953 2.672760 3.749918  -0.284
O 2.890733 2.376660 2.323272  -0.381
H -4.239560 -1.500350 -0.010604  0.062
H -5.185243 -2.953055 -0.809931  0.068
H -4.159633 -3.254195 0.756621  0.072
H -3.151941 -2.606637 -2.186241  0.099
H -2.816311 -4.139983 -1.175822  0.091
H -0.755759 -3.069537 -0.802103  0.102
H -1.663985 -2.343680 0.636793  0.115
H -1.280131 -0.091787 -0.165222  0.097
H -2.268359 -0.547682 -1.661539  0.097
H -0.138864 -1.238129 -2.955826  0.103
H 0.071397 0.409132 -2.173573  0.096
H 1.908126 -1.837505 -1.868453  0.092
H 1.051653 -1.923347 -0.241727  0.085
H 1.745136 0.963227 -0.945385  0.064
H 3.237088 -0.152449 -0.961980  0.086
H 1.902766 -1.006349 1.518030  0.073
H 3.464268 -0.045600 1.328253  0.067
H 0.507113 2.408313 2.458988  -0.035
H 0.243992 0.695383 1.594373  -0.031
H 1.412899 2.210334 0.760128  -0.029
H 2.333354 1.112223 5.503626  0.100
H 3.530815 0.494339 4.153725  0.110
H 3.541579 3.368850 4.172866  0.102
H 1.729739 3.132314 4.078950  0.088
C -2.917277 -0.901252 5.211887  -0.107
O -3.372444 -0.918218 3.869310  -0.217
P -4.474926 0.150797 3.398856  0.411
O -4.839343 0.064271 1.961114  -0.239
O -3.876292 1.562774 3.865334  -0.233
C -2.630911 1.959707 3.304786  -0.097
O -5.688668 -0.067651 4.426934  -0.224
C -6.645637 -1.059169 4.100596  -0.115
H -1.825598 -0.920739 5.207512  0.097
H -3.248944 -0.011605 5.751950  0.086
H -3.288980 -1.790260 5.724920  0.086
H -2.382832 1.384943 2.409069  0.083
H -1.847756 1.813261 4.051476  0.090
H -2.679956 3.018551 3.047249  0.091
H -6.928626 -1.585461 5.014683  0.086
H -6.254306 -1.787545 3.385312  0.086
H -7.532602 -0.579591 3.680656  0.089
C 2.668758 1.239041 -6.903348  -0.115
O 2.608862 0.437300 -5.736281  -0.217
P 3.810055 0.510832 -4.670457  0.419
O 3.615665 -0.336955 -3.467755  -0.217
O 3.972629 2.078852 -4.374803  -0.225
C 2.860495 2.750304 -3.801032  -0.091
O 5.117117 0.182332 -5.542287  -0.222
C 5.466494 -1.181302 -5.700767  -0.112
H 1.716228 1.761226 -7.014739  0.090
H 3.470311 1.979765 -6.858206  0.086
H 2.826182 0.594721 -7.770224  0.088
H 2.142199 2.052608 -3.362820  0.082
H 2.364857 3.336371 -4.578825  0.085
H 3.219444 3.425804 -3.023510  0.099
H 5.814378 -1.335800 -6.724344  0.086
H 4.618674 -1.846233 -5.515957  0.088
H 6.277032 -1.427837 -5.011618  0.092

Cartesian forces (eV/Å) of the 3 atoms listed first:
C 0.712 -0.710 -1.249
C 0.144 0.528 0.582
C 0.175 -0.132 0.145

=====

3.
The following is a quantum chemistry calculation of a structure of composition C19H42NO2P3STb at a distorted geometry, from the Open Molecules 2025 dataset.

Results
- Kohn-Sham gap (spin up / spin down) (eV) = 6.85 / 7.29
- net charge = +3
- highest occupied orbital energy (spin up / spin down) (eV) = -16.522 / -16.579
- energy (a.u.) = -3200.129808
- LUMO energy (spin up / spin down) (eV) = -9.7 / -9.3
- 2S+1 = 7
- relative energy (zero: lowest compared OMol25 entry of this formula, charge and spin) (kJ/mol) = 195.5

Each line ends with the Löwdin charge.
Element x y z (Å)
Tb 0.825628 -0.000414 -0.114471  1.116
P -2.026370 0.705981 1.627978  0.768
P 1.855770 -1.278931 1.950310  0.655
P -1.229254 -2.155373 0.126631  0.695
H 0.057857 3.804667 -2.125233  0.056
C -1.038280 3.648588 -2.044378  -0.065
C -1.662374 3.644652 -0.853823  -0.079
H -1.183361 4.058988 0.024922  0.038
C -1.994606 2.385522 2.364925  -0.274
C -1.796975 -0.155516 3.240258  -0.260
C -3.849716 0.601356 1.382819  -0.251
C 3.411928 -1.884445 1.221479  -0.239
C 2.473803 -0.288219 3.344588  -0.229
C 1.249440 -2.721158 2.838669  -0.231
C -2.662437 -1.969275 -1.014613  -0.251
C -2.172896 -3.022920 1.465044  -0.262
C -0.459226 -3.657345 -0.616206  -0.263
H -1.548777 3.405957 -2.993575  0.064
H -2.639947 3.177626 -0.704139  0.057
H -2.169100 3.133851 1.587165  0.014
H -1.005666 2.558464 2.804281  0.031
H -2.771014 2.457940 3.139419  0.068
H -0.782676 0.062994 3.601235  0.030
H -1.904027 -1.237194 3.140820  0.002
H -2.534748 0.226485 3.959855  0.072
H -4.095946 1.108127 0.439376  0.049
H -4.367543 1.114992 2.205767  0.064
H -4.183217 -0.439293 1.316695  0.031
H 3.857580 -2.475199 2.027555  0.072
H 4.069030 -1.047318 0.943975  0.063
H 3.205086 -2.514405 0.344517  0.056
H 3.027695 -1.012832 3.956091  0.072
H 1.644791 0.132829 3.931936  0.061
H 3.150604 0.513786 3.024958  0.047
H 2.088578 -2.953071 3.503692  0.069
H 1.057178 -3.547747 2.143508  0.061
H 0.351643 -2.473652 3.421214  0.056
H -2.658269 -2.809566 -1.718660  0.056
H -2.588681 -1.030550 -1.574334  0.038
H -3.598248 -1.983270 -0.445283  0.050
H -2.605615 -3.937721 1.033789  0.077
H -2.998027 -2.411956 1.856133  0.038
H -1.511524 -3.310341 2.292548  0.035
H -0.924946 -3.864607 -1.579589  0.049
H -0.595400 -4.519888 0.047126  0.060
H 0.608360 -3.497626 -0.774931  0.020
C 0.725245 -0.156226 -4.322917  -0.576
C 1.541553 -1.185538 -4.839017  -0.084
C 1.158712 -1.797842 -6.028277  -0.037
C 0.039345 -1.335525 -6.744662  -0.017
C -0.531875 -0.106358 -6.392274  -0.036
C -0.124500 0.543498 -5.222914  -0.071
S 0.641659 0.186466 -2.627957  0.794
H 1.859598 -0.176041 -1.881000  -0.088
H 2.436265 -1.497318 -4.319214  0.113
H 1.747234 -2.645871 -6.380796  0.129
H -0.344891 -1.882477 -7.610977  0.132
H -1.274100 0.379870 -7.022126  0.129
H -0.437168 1.558614 -4.976507  0.115
N 3.353235 4.106937 1.353662  0.216
C 2.194502 3.384414 2.016031  -0.008
C 1.698468 2.390834 1.035084  -0.637
O 0.686127 1.679364 1.381976  -0.278
O 2.303193 2.143091 -0.045720  -0.065
H 4.262171 3.690782 1.634861  0.194
H 3.390696 5.070709 1.702414  0.186
H 3.287728 4.111395 0.309579  0.186
H 2.562417 2.868500 2.916008  0.155
H 1.448280 4.125749 2.314701  0.164

Cartesian forces (eV/Å) of the 3 atoms listed first:
Tb -3.038 1.503 1.677
P -0.394 0.409 0.654
P 0.719 -0.460 1.148